Entry 1:
ORCA calculation (wB97M-V/def2-TZVPD) on C17H34NPSiSn as an isolated structure.

```
! wB97M-V def2-TZVPD RIJCOSX def2/J DEFGRID3
* xyz 0 1
C -1.39 2.95 -2.77
C -0.02 2.79 -2.62
C 0.51 1.98 -1.60
C -0.35 1.29 -0.75
C -1.73 1.49 -0.86
C -2.25 2.31 -1.88
C 2.01 1.91 -1.52
C 2.70 1.64 -0.17
N 1.96 2.01 1.09
Sn 0.49 -0.25 0.67
C -2.70 0.78 0.05
P -1.90 0.24 1.63
H 0.66 3.29 -3.30
H -3.33 2.40 -1.97
H -1.80 3.60 -3.56
H -3.13 -0.13 -0.42
H -3.54 1.42 0.36
H 2.38 1.15 -2.23
H 2.44 2.87 -1.86
H 2.95 0.55 -0.14
C -3.06 -0.84 2.49
C -1.92 1.80 2.57
H 3.69 2.15 -0.19
C 1.25 3.32 0.96
C 3.02 2.18 2.16
H 1.42 -2.20 3.28
H 1.72 4.09 1.59
H 1.24 3.68 -0.07
H 0.22 3.21 1.33
H 3.13 3.23 2.42
H 2.76 1.67 3.08
H 4.00 1.83 1.81
H -2.96 1.97 2.88
H -1.27 1.69 3.45
H -1.57 2.65 1.96
H -4.04 -0.34 2.55
H -3.17 -1.80 1.95
H -2.68 -1.05 3.50
H 1.24 -1.65 2.75
C 1.73 -3.76 -2.14
Si 0.18 -3.60 -1.10
C -1.21 -4.57 -1.91
C 0.49 -4.30 0.60
C -0.23 -1.74 -0.93
H 2.06 -4.81 -2.17
H 2.55 -3.17 -1.70
H 1.58 -3.43 -3.17
H -0.98 -5.65 -1.91
H -2.16 -4.44 -1.38
H -1.38 -4.27 -2.96
H 1.38 -3.84 1.05
H -0.37 -4.11 1.26
H 0.64 -5.38 0.54
H 0.06 -1.22 -1.87
H -1.31 -1.58 -0.82
*
```

Values from the calculation:
Calculated total energy in eV: -42666.54190
HOMO in Eh: -0.2309
Energy relative to the best compared isomer or geometry (same formula, charge and spin) in kcal/mol: 0.0
Orbital gap in eV: 6.83
E_LUMO in eV: 0.55

Entry 2:
ORCA calculation (wB97M-V/def2-TZVPD) on C3H6N2O2 as an isolated structure.

```
! wB97M-V def2-TZVPD RIJCOSX def2/J DEFGRID3
* xyz 0 1
C -1.73 0.20 0.04
C -0.03 1.08 -0.38
C 0.30 -1.44 0.16
N -1.35 1.57 -0.06
N -0.48 -0.28 -0.13
O -2.76 -0.34 0.23
O 0.90 1.66 0.50
H 0.44 1.38 -1.39
H 0.50 -1.75 -0.86
H 1.26 -1.38 0.70
H -0.38 -2.17 0.66
H -1.74 1.99 -0.88
H 0.74 1.81 1.44
*
```

Values from the calculation:
Calculated total energy in eV: -10282.50054
HOMO in Eh: -0.3646
Energy relative to the best compared isomer or geometry (same formula, charge and spin) in kcal/mol: 53.0
Orbital gap in eV: 10.64
E_LUMO in eV: 0.72

Entry 3:
ORCA calculation (wB97M-V/def2-TZVPD) on a 9-piece molecular cluster, C34H70N2O9 overall.

```
! wB97M-V def2-TZVPD RIJCOSX def2/J DEFGRID3
* xyz 0 1
C 0.93 -3.63 3.18
N 1.44 -3.00 4.37
C 2.14 -3.74 5.29
C 2.67 -2.93 6.42
O 2.47 -4.93 5.16
H 1.66 -4.31 2.76
H 0.99 -2.85 2.43
H -0.07 -4.04 3.30
H 1.45 -1.99 4.43
H 3.27 -3.68 6.92
H 1.86 -2.65 7.10
H 3.25 -2.12 5.98
C -4.17 4.06 -5.90
N -3.07 3.18 -5.62
C -2.73 2.76 -4.38
C -1.99 1.45 -4.38
O -2.96 3.38 -3.25
H -4.94 4.05 -5.13
H -4.48 3.92 -6.94
H -3.77 5.07 -5.83
H -2.60 2.81 -6.44
H -1.88 1.04 -5.38
H -2.40 0.63 -3.79
H -1.05 1.68 -3.89
C -5.51 0.97 -1.99
C -5.54 -0.44 -2.40
C -5.62 -1.20 -1.11
O -5.60 -0.26 -0.06
C -4.95 0.96 -0.55
H -6.54 1.30 -1.82
H -4.95 1.56 -2.70
H -4.72 -0.78 -3.03
H -6.41 -0.57 -3.05
H -4.71 -1.78 -0.94
H -6.45 -1.91 -1.08
H -3.87 0.96 -0.42
H -5.42 1.74 0.05
C 5.06 -0.05 -0.84
C 5.02 -0.41 0.61
C 6.06 0.51 1.35
O 5.97 1.61 0.54
C 6.02 1.20 -0.81
H 4.03 0.10 -1.15
H 5.46 -0.75 -1.57
H 5.40 -1.43 0.71
H 4.06 -0.21 1.09
H 7.03 0.01 1.30
H 5.79 0.58 2.40
H 7.09 1.11 -0.97
H 5.62 1.98 -1.45
C 4.95 -4.97 -0.61
C 3.54 -4.23 -0.79
C 2.73 -5.02 0.22
O 3.60 -5.12 1.28
C 4.97 -5.15 0.89
H 5.74 -4.29 -0.93
H 4.90 -5.93 -1.11
H 3.20 -4.37 -1.82
H 3.64 -3.17 -0.54
H 2.31 -5.96 -0.12
H 1.93 -4.31 0.43
H 5.51 -6.09 0.96
H 5.52 -4.24 1.13
C 0.45 -0.41 0.64
C -0.52 0.25 -0.33
C -0.26 -0.42 -1.67
O 1.06 -0.98 -1.49
C 1.14 -1.44 -0.11
H -0.07 -0.64 1.57
H 1.22 0.29 0.97
H -0.11 1.24 -0.52
H -1.61 0.20 -0.22
H -0.11 0.32 -2.46
H -0.88 -1.26 -1.96
H 2.14 -1.59 0.29
H 0.65 -2.41 -0.06
C 2.12 4.16 -1.15
C 3.02 4.07 0.10
C 4.29 4.92 -0.17
O 4.22 5.19 -1.56
C 3.23 4.36 -2.20
H 1.52 5.06 -1.11
H 1.50 3.27 -1.19
H 3.33 3.03 0.15
H 2.54 4.45 1.00
H 5.05 4.27 0.26
H 4.20 5.82 0.44
H 3.65 3.44 -2.62
H 2.81 4.91 -3.05
C -3.14 4.21 -0.48
C -3.47 4.84 0.90
C -2.97 3.77 1.84
O -1.95 3.05 1.12
C -1.76 3.64 -0.12
H -3.19 4.86 -1.36
H -3.86 3.42 -0.67
H -4.44 5.31 1.04
H -2.75 5.66 1.03
H -3.67 2.97 2.09
H -2.40 4.19 2.67
H -1.54 2.84 -0.84
H -0.98 4.36 0.13
C -4.42 -3.32 3.29
C -4.18 -2.12 2.44
C -2.84 -2.33 1.75
O -2.65 -3.78 1.88
C -3.82 -4.42 2.38
H -5.48 -3.49 3.47
H -3.89 -3.33 4.24
H -4.15 -1.24 3.09
H -4.92 -1.83 1.70
H -2.19 -1.66 2.32
H -2.86 -1.96 0.73
H -3.46 -5.33 2.85
H -4.44 -4.48 1.49
*
```

Values from the calculation:
Calculated total energy in eV: -57793.90134
HOMO in Eh: -0.3390
Energy relative to the best compared isomer or geometry (same formula, charge and spin) in kcal/mol: 85.9
SMILES: CNC(C)=O.CNC(C)=O.C1CCOC1.C1CCOC1.C1CCOC1.C1CCOC1.C1CCOC1.C1CCOC1.C1CCOC1
Orbital gap in eV: 9.56
E_LUMO in eV: 0.34

Entry 4:
ORCA calculation (wB97M-V/def2-TZVPD) on C3HBrI2O as an isolated structure.

```
! wB97M-V def2-TZVPD RIJCOSX def2/J DEFGRID3
* xyz 0 1
C -1.24 0.51 -0.84
C -1.64 -0.27 0.10
C 2.08 -0.31 0.74
O -0.71 1.29 -1.52
Br 2.38 -0.96 -0.93
I -0.33 -1.22 1.38
I 2.13 1.74 0.95
H -2.67 -0.78 0.13
*
```

Values from the calculation:
Calculated total energy in eV: -91413.27321
HOMO in Eh: -0.2964
Energy relative to the best compared isomer or geometry (same formula, charge and spin) in kcal/mol: 75.6
Orbital gap in eV: 7.09
E_LUMO in eV: -0.97

Entry 5:
ORCA calculation (wB97M-V/def2-TZVPD) on a 9-piece molecular cluster, C9H36O9 overall.

```
! wB97M-V def2-TZVPD RIJCOSX def2/J DEFGRID3
* xyz 0 1
C 4.49 -0.18 -1.38
O 3.96 0.15 -0.09
H 3.95 -0.92 -1.99
H 4.55 0.73 -1.97
H 5.50 -0.55 -1.12
H 3.19 0.75 -0.02
C 0.30 2.12 3.74
O 1.00 3.12 3.01
H 0.95 1.33 4.11
H -0.09 2.70 4.59
H -0.44 1.70 3.11
H 1.79 2.67 2.71
C 1.57 0.68 -3.67
O 0.19 0.85 -3.35
H 1.76 -0.19 -4.29
H 2.02 1.60 -4.18
H 2.14 0.52 -2.72
H -0.03 0.56 -2.47
C -3.77 -1.28 -2.90
O -3.83 -0.95 -4.27
H -3.94 -2.33 -2.87
H -2.76 -1.16 -2.39
H -4.51 -0.76 -2.25
H -3.14 -0.32 -4.43
C 1.26 2.69 -0.25
O 1.70 1.45 0.41
H 2.06 3.42 -0.26
H 1.05 2.45 -1.26
H 0.39 3.06 0.38
H 1.01 0.79 0.15
C -3.32 0.34 2.83
O -2.20 0.21 1.95
H -3.59 1.37 3.10
H -4.28 -0.10 2.54
H -3.05 -0.09 3.82
H -1.58 -0.43 2.35
C -2.16 1.46 -1.39
O -1.31 0.40 -0.92
H -2.45 1.18 -2.38
H -3.12 1.53 -0.85
H -1.63 2.42 -1.29
H -1.52 0.10 -0.05
C 1.41 -2.88 -0.48
O 1.64 -1.85 0.44
H 0.64 -3.59 -0.11
H 1.05 -2.42 -1.44
H 2.34 -3.50 -0.75
H 2.37 -1.27 0.20
C -0.41 -3.15 3.35
O -0.37 -2.14 2.34
H -0.33 -4.19 2.96
H 0.40 -2.96 3.99
H -1.35 -3.04 3.83
H 0.51 -2.08 1.88
*
```

Values from the calculation:
Calculated total energy in eV: -28340.18864
HOMO in Eh: -0.3720
Energy relative to the best compared isomer or geometry (same formula, charge and spin) in kcal/mol: 118.0
SMILES: CO.CO.CO.CO.CO.CO.CO.CO.CO
Orbital gap in eV: 10.73
E_LUMO in eV: 0.61

Entry 6:
ORCA calculation (wB97M-V/def2-TZVPD) on a 2-piece molecular cluster, C16H19Br2ClFN2O8P3 overall.

```
! wB97M-V def2-TZVPD RIJCOSX def2/J DEFGRID3
* xyz 0 1
C -3.80 1.70 4.12
C -3.12 0.33 3.63
Cl -4.12 -1.06 4.38
C -3.17 0.09 2.04
N -2.85 1.35 1.26
C -2.88 0.79 -0.14
O -3.95 0.73 -0.78
C -1.37 0.43 -0.51
C -0.74 -0.46 -1.61
C -1.65 -1.25 -2.63
O -1.13 -2.26 -3.21
N -3.04 -0.91 -3.02
C -3.98 -2.00 -2.79
O -5.17 -1.82 -3.14
F -3.63 -3.24 -2.18
C 0.84 -0.51 -1.66
C 1.74 0.30 -0.63
P 3.61 0.16 -0.89
C 4.56 0.10 0.74
O 4.06 1.65 -1.67
C 1.06 1.16 0.50
P 2.07 2.16 1.74
P 2.05 4.21 0.98
O 0.80 4.31 0.05
O 3.43 4.36 -0.04
O 2.00 5.39 2.20
C -0.49 1.20 0.53
C -1.53 1.95 1.48
O -1.14 2.89 2.21
H -3.35 1.96 5.15
H -4.92 1.47 4.30
H -3.66 2.58 3.42
H -2.07 0.21 4.07
H -4.23 -0.26 1.77
H -2.45 -0.75 1.75
H -3.09 -0.54 -3.99
H 1.35 -1.14 -2.47
H 3.86 -0.10 1.63
H 4.98 1.16 0.91
H 5.48 -0.59 0.73
H 4.66 1.34 -2.39
H 1.31 2.10 2.98
H 3.14 4.09 -0.94
H 1.28 6.01 1.92
Br 2.48 -2.78 -1.79
C 2.84 -4.69 -1.88
C 2.23 -5.31 -3.11
Br 0.30 -5.54 -2.91
H 2.47 -5.13 -0.95
H 3.93 -4.78 -1.90
H 2.62 -6.32 -3.27
H 2.38 -4.72 -4.01
*
```

Values from the calculation:
Calculated total energy in eV: -219445.79744
HOMO in Eh: -0.3216
SMILES: C[C@@H](Cl)CN1C(=O)c2c(C(=O)NC(=O)F)cc(P(C)O)c(PP(=O)(O)O)c2C1=O.BrCCBr
Orbital gap in eV: 6.73
E_LUMO in eV: -2.02

Entry 7:
ORCA calculation (wB97M-V/def2-TZVPD) on C20H23N5OS3Zn as an isolated structure.

```
! wB97M-V def2-TZVPD RIJCOSX def2/J DEFGRID3
* xyz 2 1
Zn -0.56 -0.24 -0.06
C -0.89 -3.83 -0.36
C -2.09 -2.94 -0.41
N -2.04 -1.64 -0.32
C -3.30 -1.06 -0.37
C -4.30 -1.95 -0.51
S -3.68 -3.53 -0.58
C -3.38 0.40 -0.21
C -4.49 1.18 -0.20
S -4.06 2.80 0.11
C -2.41 2.37 0.22
N -2.21 1.09 0.02
C -1.34 3.36 0.53
H 0.02 -3.23 -0.27
H -0.82 -4.45 -1.25
H -0.94 -4.50 0.50
H -5.37 -1.76 -0.56
H -5.52 0.89 -0.34
H -1.76 4.31 0.87
H -0.73 3.56 -0.35
H -0.70 2.96 1.32
C 0.70 -0.03 5.15
N 1.64 -0.11 4.03
C 3.01 -0.17 4.14
C 3.51 -0.24 2.91
N 2.43 -0.22 2.01
C 1.27 -0.15 2.74
S -0.37 -0.11 2.30
C 2.63 -0.36 0.61
C 3.92 -0.18 0.11
C 4.20 -0.50 -1.20
C 3.19 -1.01 -2.00
C 1.92 -1.07 -1.46
N 1.62 -0.71 -0.19
H 1.28 0.02 6.07
H 0.06 -0.91 5.16
H 0.08 0.86 5.06
H 3.52 -0.16 5.09
H 4.54 -0.34 2.61
H 4.70 0.21 0.74
H 5.20 -0.37 -1.58
H 3.37 -1.33 -3.01
H 1.10 -1.42 -2.06
C -0.84 0.74 -4.42
C -0.38 1.06 -3.04
C 0.29 2.38 -2.80
O -0.52 0.24 -2.13
H -1.12 1.63 -4.97
H -1.67 0.03 -4.40
H -0.01 0.27 -4.95
H 1.03 2.57 -3.59
H 0.76 2.42 -1.82
H -0.47 3.17 -2.90
*
```

Values from the calculation:
Calculated total energy in eV: -111524.93872
HOMO in Eh: -0.5116
Orbital gap in eV: 8.45
E_LUMO in eV: -5.47

Entry 8:
ORCA calculation (wB97M-V/def2-TZVPD) on C8H11O13P2PtS2 as an isolated structure.

```
! wB97M-V def2-TZVPD RIJCOSX def2/J DEFGRID3
* xyz -1 1
Pt 1.27 1.04 1.30
C 2.97 -0.61 -3.00
C 2.32 -0.88 -1.66
O 2.54 -2.26 -1.31
P 0.47 -0.76 -1.72
O 0.11 -1.89 -2.79
O 0.12 0.56 -2.50
O -0.07 -0.94 -0.38
P 3.03 0.17 -0.34
O 4.58 0.06 -0.68
O 2.72 -0.42 1.03
O 2.49 1.57 -0.35
H 2.51 -1.23 -3.77
H 4.04 -0.83 -2.95
H 2.84 0.44 -3.28
H 2.42 -2.32 -0.35
H 0.29 -2.76 -2.41
H -0.66 1.07 -2.11
H 5.12 0.61 -0.10
O -1.17 1.19 4.61
S -0.68 1.19 3.27
O -0.27 2.49 2.77
O 0.52 0.27 2.99
C -1.92 0.48 2.19
C -2.53 -0.64 2.76
C -3.49 -1.36 2.07
C -3.84 -0.96 0.80
C -3.23 0.14 0.23
C -2.25 0.88 0.90
S -1.62 2.28 -0.06
O -1.91 1.90 -1.44
O -2.32 3.43 0.42
O -0.16 2.31 0.10
H -2.24 -0.93 3.76
H -3.94 -2.23 2.53
H -4.59 -1.50 0.24
H -3.48 0.45 -0.77
*
```

Values from the calculation:
Calculated total energy in eV: -78593.81416
HOMO in Eh: -0.2198
Energy relative to the best compared isomer or geometry (same formula, charge and spin) in kcal/mol: 0.4
Orbital gap in eV: 8.32
E_LUMO in eV: 2.34

What did the fourth record say?
ORCA calculation (wB97M-V/def2-TZVPD) on C3HBrI2O as an isolated structure.

```
! wB97M-V def2-TZVPD RIJCOSX def2/J DEFGRID3
* xyz 0 1
C -1.24 0.51 -0.84
C -1.64 -0.27 0.10
C 2.08 -0.31 0.74
O -0.71 1.29 -1.52
Br 2.38 -0.96 -0.93
I -0.33 -1.22 1.38
I 2.13 1.74 0.95
H -2.67 -0.78 0.13
*
```

Values from the calculation:
Calculated total energy in eV: -91413.27321
HOMO in Eh: -0.2964
Energy relative to the best compared isomer or geometry (same formula, charge and spin) in kcal/mol: 75.6
Orbital gap in eV: 7.09
E_LUMO in eV: -0.97